17
Properties=species:S:1:pos:R:3:mulliken_charge:R:1 method="wB97M-V/def2-TZVPD" homo_ha=-0.2617 orbital_gap_ev=7.69 fmax_ev_per_a=3.13 relative_energy_kj_mol=208.5 total_energy_ev=-30531.0535
C 0.579 2.276 1.276 -0.95
N -0.371 1.653 0.398 -0.13
C -1.207 0.833 1.109 -0.30
C -1.263 -0.491 0.907 -0.44
C -0.506 -1.178 -0.144 0.43
S -0.525 -2.834 -0.477 -0.16
C 0.584 -2.686 -1.792 -0.51
C 0.851 -1.338 -1.972 -0.51
C 0.228 -0.447 -1.107 0.15
S 0.332 1.312 -1.150 -0.09
H 1.210 1.404 1.488 0.37
H 1.155 3.081 0.771 0.30
H -0.021 2.813 2.065 0.33
H -1.684 1.296 1.955 0.39
H -1.876 -1.107 1.586 0.29
H 0.896 -3.558 -2.270 0.48
H 1.618 -1.028 -2.643 0.36